[1]
DFT (ωB97M-V/def2-TZVPD) results for a structure of composition C30H34AsN2O5SV.

Its net charge is -1. The total energy comes out at -142243.6550 eV. As for the gap between HOMO and LUMO (spin up / spin down): 5.31 / 5.59 eV. As for the HOMO energy (spin up / spin down): -2.8 / -3.1 eV. Its multiplicity is 2.

Element x y z (Å)
1 V 2.6881 -1.1522 0.4279
2 O 4.8118 -1.0687 3.4940
3 S 4.0795 -1.1032 2.2647
4 O 4.1007 -2.4154 1.5178
5 O 2.5596 -0.8846 2.4226
6 O 4.4541 -0.0941 1.2212
7 O 3.2153 -1.6644 -1.6869
8 C 3.2171 -3.1002 -1.6329
9 C 2.0143 -3.5904 -0.8922
10 C 1.4512 -4.8321 -1.1045
11 C 0.4500 -5.2967 -0.2674
12 C 0.0746 -4.4666 0.7895
13 C 0.6530 -3.2339 0.9384
14 N 1.5969 -2.7429 0.0909
15 H 2.4012 -1.3805 -2.1331
16 H 4.1377 -3.3216 -1.0785
17 H 3.2864 -3.5331 -2.6501
18 H 1.8214 -5.4340 -1.9240
19 H 0.0000 -6.2643 -0.4147
20 H -0.6724 -4.7709 1.5058
21 H 0.4057 -2.5876 1.7771
22 C -4.3694 -3.5705 -1.8084
23 C -3.3369 -2.6359 -1.2538
24 C -2.2103 -2.2955 -1.9684
25 C -1.2440 -1.4188 -1.4777
26 C -0.1169 -1.1330 -2.4188
27 C -1.3902 -0.8561 -0.2085
28 As -0.0808 0.1773 0.8989
29 N 1.4441 0.3251 -0.1622
30 C 2.1606 1.5301 -0.1545
31 C 3.0165 1.7731 -1.2333
32 C 3.7905 2.9166 -1.2985
33 C 3.7255 3.8672 -0.2922
34 C 2.8820 3.6379 0.7864
35 C 2.1131 2.4932 0.8565
36 C -0.9276 1.9628 0.7716
37 C -1.2285 2.6181 1.9721
38 C -0.8903 2.0735 3.3365
39 C -1.8682 3.8584 1.9379
40 C -2.1913 4.4786 0.7465
41 C -2.8613 5.8183 0.7168
42 C -1.8462 3.8340 -0.4336
43 C -1.2201 2.5960 -0.4404
44 C -0.8599 1.9856 -1.7616
45 C -2.5484 -1.1941 0.5263
46 C -2.8189 -0.6508 1.8984
47 C -3.4920 -2.0612 -0.0014
48 H -3.9707 -4.1479 -2.6401
49 H -5.2426 -3.0265 -2.1711
50 H -4.7161 -4.2691 -1.0488
51 H -2.0567 -2.7238 -2.9525
52 H 0.3565 -2.0730 -2.7106
53 H 0.6077 -0.4581 -1.9612
54 H -0.5051 -0.6663 -3.3281
55 H 3.0828 1.0309 -2.0285
56 H 4.4511 3.0606 -2.1444
57 H 4.3308 4.7618 -0.3382
58 H 2.8322 4.3521 1.5991
59 H 1.5077 2.3246 1.7408
60 H 0.0073 1.4486 3.3493
61 H -1.7064 1.4630 3.7324
62 H -0.7367 2.9006 4.0299
63 H -2.0945 4.3532 2.8749
64 H -3.1071 6.1568 1.7203
65 H -3.7828 5.7859 0.1377
66 H -2.2171 6.5681 0.2590
67 H -2.0578 4.3122 -1.3831
68 H -0.9461 2.7305 -2.5494
69 H -1.5236 1.1507 -2.0026
70 H 0.1607 1.6008 -1.7551
71 H -2.0095 -0.8752 2.5991
72 H -3.7376 -1.0848 2.2933
73 H -2.9404 0.4352 1.8862
74 H -4.3634 -2.3035 0.5913

[2]
DFT (ωB97M-V/def2-TZVPD) results for a structure of composition C10H13N2PS at a distorted geometry.

The total energy comes out at -33684.3166 eV. As for the gap between HOMO and LUMO: 7.35 eV. As for the HOMO energy: -7.9 eV. Its multiplicity is 1.

Element x y z (Å)
1 C -1.2392 -3.1358 0.9871
2 C -0.1032 -2.1039 0.7565
3 P -0.3167 -1.1196 -0.8290
4 C -2.0884 -0.6106 -1.0277
5 C -2.7546 0.0593 0.2362
6 C 0.7894 0.3459 -0.5950
7 C 2.1357 0.2040 -1.1629
8 C 3.1061 1.1643 -1.0731
9 C 2.7633 2.3714 -0.3668
10 N 3.5203 3.4521 -0.1071
11 S 2.6264 4.4840 0.7673
12 N 1.2031 3.6802 0.8748
13 C 1.4376 2.5468 0.2097
14 C 0.4535 1.4961 0.0717
15 H -1.0803 -3.6380 1.9602
16 H -1.2364 -3.8651 0.1620
17 H -2.2060 -2.6111 1.0885
18 H 0.9107 -2.5320 0.7579
19 H -0.1511 -1.3522 1.5755
20 H -2.6919 -1.5026 -1.2795
21 H -2.2304 0.0968 -1.8646
22 H -3.8466 -0.1051 0.1481
23 H -2.3728 -0.3924 1.1657
24 H -2.6012 1.1495 0.2091
25 H 2.4110 -0.7243 -1.6741
26 H 4.1004 1.0279 -1.5031
27 H -0.5387 1.6143 0.5127

[3]
DFT (ωB97M-V/def2-TZVPD) results for a structure of composition C20H43DyO2P3 at a distorted geometry.

Its net charge is +3. The total energy comes out at -77456.7143 eV. As for the gap between HOMO and LUMO (spin up / spin down): 6.77 / 6.81 eV. As for the HOMO energy (spin up / spin down): -16.6 / -16.6 eV. Its multiplicity is 6.

Element x y z (Å)
1 Dy -0.2823 0.2814 0.3035
2 P 1.9004 1.1959 2.1052
3 P -1.3772 2.6439 -0.3265
4 P 1.9325 -0.5256 -1.2631
5 H -1.8360 -3.4175 0.6426
6 C -0.8909 -3.9061 0.4248
7 C 0.1097 -3.9175 1.3539
8 H -0.0362 -3.4416 2.3309
9 C 1.4276 1.7899 3.7544
10 C 2.5847 2.6664 1.2538
11 C 3.3671 0.1604 2.3865
12 C -2.8224 2.3096 -1.4298
13 C -1.7784 3.6323 1.1845
14 C -0.1437 3.3934 -1.4739
15 C 2.8880 -1.9879 -0.6804
16 C 3.3439 0.6783 -1.2119
17 C 1.7433 -0.9154 -3.0476
18 H -0.7460 -4.2547 -0.6087
19 H 1.1337 -4.2452 1.1312
20 H 1.1285 0.9316 4.3580
21 H 0.5693 2.4586 3.6781
22 H 2.2218 2.3173 4.2895
23 H 1.8014 3.4192 1.0845
24 H 2.9390 2.3351 0.2751
25 H 3.4344 3.1094 1.7964
26 H 3.0643 -0.8576 2.6711
27 H 4.0349 0.5490 3.1733
28 H 3.9559 0.0760 1.4566
29 H -3.0499 3.1977 -2.0168
30 H -3.6769 2.0482 -0.8070
31 H -2.6395 1.4749 -2.1096
32 H -2.0356 4.6690 0.9441
33 H -0.9473 3.6484 1.9161
34 H -2.6299 3.1644 1.7161
35 H -0.5557 4.3152 -1.9195
36 H 0.0888 2.6673 -2.2761
37 H 0.8005 3.6132 -0.9281
38 H 3.4609 -2.2692 -1.5744
39 H 2.2358 -2.8126 -0.3554
40 H 3.5746 -1.7289 0.1389
41 H 4.0188 0.4100 -2.0344
42 H 3.8974 0.6775 -0.2545
43 H 2.9545 1.6886 -1.3916
44 H 2.7738 -1.2241 -3.3231
45 H 1.4483 -0.0392 -3.6405
46 H 1.0017 -1.7016 -3.3024
47 C -2.0216 -1.5019 -2.8672
48 C -3.2416 -1.1286 -3.4521
49 C -3.5016 -1.5253 -4.7856
50 C -2.6598 -2.4697 -5.3967
51 C -1.6280 -3.0644 -4.6619
52 C -1.3254 -2.6059 -3.3563
53 O -1.5162 -0.7028 -1.7734
54 H -2.3034 -0.6495 -1.1822
55 H -4.0085 -0.5158 -2.8996
56 H -4.3882 -1.1529 -5.3419
57 H -2.8456 -2.7965 -6.4245
58 H -1.0637 -3.9242 -5.0244
59 H -0.5710 -3.0976 -2.7015
60 C -0.5450 -1.3353 4.2840
61 C -1.2124 -0.2171 3.5486
62 C -2.1412 0.6849 4.2985
63 O -1.0278 -0.0769 2.2829
64 H -0.4962 -1.1311 5.3804
65 H 0.4975 -1.4997 3.9346
66 H -1.1850 -2.2410 4.1657
67 H -2.1350 1.7478 3.9554
68 H -3.1593 0.2591 4.2234
69 H -1.9086 0.6669 5.3993

[4]
DFT (ωB97M-V/def2-TZVPD) results for a structure of composition C7H6N2NiO4S2Se4 at a distorted geometry.

Its net charge is -2. The total energy comes out at -342627.6413 eV. As for the gap between HOMO and LUMO (spin up / spin down): 5.47 / 5.49 eV. As for the HOMO energy (spin up / spin down): -1.1 / -1.1 eV. Its relative energy (zero: lowest compared OMol25 entry of this formula, charge and spin) is 246.4 kJ/mol. Its multiplicity is 3.

Element x y z (Å)
1 Ni -0.1388 0.4676 1.8227
2 Se -0.2341 0.3512 3.9645
3 Se 1.4054 -0.1894 5.3983
4 Se 3.7056 0.5281 2.6878
5 Se 1.8672 1.1673 1.6170
6 O -2.8001 0.5207 3.6334
7 S -2.6092 0.5244 2.1962
8 O -3.8371 0.6199 1.4518
9 O -1.7839 -0.6057 1.7544
10 O -1.8118 1.9168 1.9172
11 N -1.6541 2.3171 -0.6107
12 C -0.9231 1.3809 -1.0785
13 N -0.1755 0.5488 -0.3873
14 C 0.4851 -0.3685 -1.1436
15 C 1.2954 -1.3931 -0.6577
16 C 1.9353 -2.2298 -1.5514
17 C 1.7830 -2.0722 -2.9227
18 C 0.9609 -1.0766 -3.4296
19 C 0.3169 -0.2454 -2.5404
20 S -0.7787 1.0597 -2.9015
21 H -1.9078 2.1584 0.9249
22 H -2.1850 2.8560 -1.2766
23 H 1.4012 -1.5332 0.4158
24 H 2.5653 -3.0259 -1.1779
25 H 2.2972 -2.7302 -3.6112
26 H 0.8218 -0.9481 -4.4953

[5]
DFT (ωB97M-V/def2-TZVPD) results for a structure of composition C31H23BF4O2S at a distorted geometry.

The total energy comes out at -58991.1686 eV. As for the gap between HOMO and LUMO: 2.63 eV. As for the HOMO energy: -5.6 eV. Its relative energy (zero: lowest compared OMol25 entry of this formula, charge and spin) is 678.9 kJ/mol. Its multiplicity is 1.

Element x y z (Å)
1 F 3.0124 1.2568 4.4298
2 C 2.6609 0.4637 3.3666
3 C 3.2304 -0.8003 3.2475
4 C 2.8195 -1.6061 2.1858
5 C 1.8695 -1.1535 1.2720
6 C 1.4069 0.1545 1.3539
7 C 0.4326 0.6946 0.2984
8 C -0.8680 0.7148 1.0990
9 C -1.3296 -0.5542 1.4411
10 C -2.5294 -0.7190 2.1074
11 C -3.2534 0.3951 2.5479
12 C -2.7395 1.6683 2.3227
13 C -1.5455 1.8327 1.6017
14 C 1.7347 0.9542 2.4470
15 H 3.9645 -1.1324 3.9768
16 H 3.2082 -2.6155 2.0797
17 H 1.4912 -1.8178 0.4870
18 H 0.3039 -0.1278 -0.4263
19 H -0.6781 -1.5678 1.1561
20 H -2.9089 -1.7180 2.3015
21 H -4.1982 0.2632 3.0719
22 H -3.2312 2.5542 2.7353
23 H -1.1515 2.8370 1.4516
24 H 1.2972 1.9461 2.5756
25 C 0.2879 0.1010 -5.3391
26 C 0.1258 0.7394 -4.0173
27 C -1.0617 1.1192 -3.4131
28 C -0.9050 1.5185 -2.0571
29 C 0.4229 1.5702 -1.6770
30 B -1.1611 -2.7459 0.3328
31 C 1.0027 1.9493 -0.3657
32 C 2.4876 1.7609 -0.4648
33 C 3.3882 2.6855 -0.0479
34 C 2.9277 3.8863 0.5002
35 C 3.9092 4.8814 1.0325
36 F 3.9821 5.9834 0.2189
37 F 3.5539 5.3276 2.2783
38 F 5.1720 4.3681 1.1370
39 C 1.5611 4.1849 0.5244
40 C 0.6244 3.3201 0.0505
41 O -2.3826 -2.4464 -0.2644
42 C -2.7491 -3.5787 -0.9359
43 C -1.7292 -4.5327 -0.8635
44 C -1.9512 -5.8583 -1.2001
45 C -3.2983 -6.2077 -1.4150
46 C -4.3361 -5.2798 -1.2790
47 C -4.0561 -3.9123 -1.1632
48 O -0.7500 -4.0260 -0.0253
49 S 1.4530 1.0405 -2.9704
50 H -0.3765 0.5840 -6.0578
51 H 1.3230 0.1885 -5.6802
52 H -0.0025 -0.9554 -5.3071
53 H -2.0016 1.0990 -3.9501
54 H -1.7077 1.7679 -1.3722
55 H 2.8523 0.7877 -0.8312
56 H 4.4564 2.4772 -0.1144
57 H 1.2511 5.1392 0.9513
58 H -0.4072 3.6452 -0.1141
59 H -1.1141 -6.5694 -1.2107
60 H -3.5945 -7.2356 -1.6177
61 H -5.3882 -5.5761 -1.2393
62 H -4.8075 -3.1236 -1.1619

[6]
DFT (ωB97M-V/def2-TZVPD) results for a structure of composition C49H45AsCl2KN6O7S4 at a distorted geometry.

Its net charge is -2. The total energy comes out at -220366.1854 eV. As for the gap between HOMO and LUMO (spin up / spin down): 2.81 / 5.19 eV. As for the HOMO energy (spin up / spin down): 0.1 / -2.2 eV. Its relative energy (zero: lowest compared OMol25 entry of this formula, charge and spin) is 59.5 kJ/mol. Its multiplicity is 2.

Element x y z (Å)
1 K 0.5897 -0.1661 -0.0370
2 O 2.9362 -0.9504 -0.1870
3 N 2.8899 -1.8675 0.7442
4 C 2.4195 -3.0909 0.3989
5 C 2.2842 -4.1127 1.3026
6 C 2.6529 -3.8715 2.6283
7 C 3.1468 -2.6379 2.9712
8 C 3.2929 -1.5873 2.0361
9 S 3.9182 -0.0697 2.4570
10 H 2.1302 -3.1558 -0.6392
11 H 1.8690 -5.0570 0.9792
12 H 2.5432 -4.6436 3.3803
13 H 3.4393 -2.4126 3.9862
14 Cl -2.3534 -7.2177 1.8396
15 C -1.7523 -5.7496 1.1022
16 C -1.3257 -5.7799 -0.2275
17 C -0.8650 -4.6300 -0.8083
18 Cl -0.3285 -4.6798 -2.4618
19 C -0.7826 -3.3504 -0.1402
20 O -0.3690 -2.3250 -0.7239
21 C -1.2155 -3.4002 1.2385
22 C -1.1322 -2.2487 2.1258
23 O -0.6339 -1.1655 1.9066
24 C -1.6971 -4.5798 1.8151
25 H -1.3605 -6.6998 -0.7950
26 H -1.5888 -2.4432 3.1228
27 H -2.0188 -4.5615 2.8505
28 S 4.0327 6.2099 1.7265
29 C 5.6477 5.7167 2.0434
30 C 5.7437 4.3613 2.1051
31 C 4.5030 3.7017 1.9069
32 C 3.4643 4.5702 1.6920
33 C 2.0626 4.2552 1.4538
34 C 1.6860 2.9322 1.1144
35 N 0.4552 2.5407 0.9191
36 C -0.5589 3.4393 1.0322
37 C -0.2830 4.8076 1.3158
38 C -1.3713 5.7369 1.3747
39 C -2.6434 5.3326 1.1732
40 C -2.9621 3.9541 0.9069
41 C -4.2664 3.5235 0.7168
42 C -4.5284 2.1471 0.5010
43 C -3.3874 1.3043 0.4709
44 N -2.1468 1.6824 0.5873
45 C -1.8974 3.0099 0.8396
46 C -5.8454 1.6409 0.2654
47 C -7.0169 2.3499 0.0350
48 C -8.1408 1.5247 -0.1969
49 C -7.8592 0.1928 -0.1366
50 S -6.1878 -0.0718 0.2133
51 C 1.0394 5.1888 1.5345
52 H 6.4312 6.4477 2.1625
53 H 6.6707 3.8374 2.2924
54 H 4.3810 2.6260 1.9414
55 H 2.4510 2.1689 0.9891
56 H -1.1474 6.7791 1.5808
57 H -3.4623 6.0439 1.2138
58 H -5.0740 4.2451 0.7608
59 H -3.5317 0.2374 0.2898
60 H -7.0496 3.4291 -0.0014
61 H -9.1300 1.9084 -0.4113
62 H -8.5261 -0.6417 -0.2795
63 H 1.2504 6.2269 1.7751
64 C 5.7598 4.2760 -7.1358
65 C 4.4562 3.5223 -7.3452
66 S 4.2563 2.3310 -6.0177
67 O 5.3208 1.3612 -6.1261
68 O 4.1010 3.0585 -4.7868
69 C 2.7224 1.5230 -6.4434
70 C 2.2118 0.6030 -5.3406
71 N 1.7130 1.2946 -4.1732
72 C 2.2697 1.2568 -2.9312
73 N 1.5227 1.8911 -2.0438
74 C 0.4647 2.3986 -2.7106
75 C 0.5639 2.0573 -4.0405
76 N -0.3231 2.3495 -5.0750
77 O -1.2504 3.1114 -4.8378
78 O -0.1276 1.8524 -6.1896
79 C 3.5423 0.5664 -2.6105
80 H 5.8949 5.0138 -7.9260
81 H 6.6045 3.5887 -7.1506
82 H 5.7466 4.7907 -6.1760
83 H 4.4478 2.9677 -8.2844
84 H 3.5900 4.1839 -7.3081
85 H 2.9278 0.9282 -7.3338
86 H 1.9820 2.2855 -6.6856
87 H 3.0024 -0.0663 -5.0071
88 H 1.4078 0.0011 -5.7636
89 H -0.3176 2.9578 -2.2213
90 H 4.3610 0.9541 -3.2195
91 H 3.4523 -0.5121 -2.7563
92 H 3.7540 0.7123 -1.5540
93 C -1.3698 -0.9732 -4.0829
94 As -2.0659 -0.2839 -2.3736
95 C -3.3544 -1.7424 -2.1212
96 C -3.3220 1.1139 -3.0573
97 C -4.3086 0.6680 -4.0782
98 C -5.5740 0.2109 -3.7005
99 C -6.4814 -0.2371 -4.6469
100 C -6.1488 -0.2368 -5.9960
101 C -4.9007 0.2266 -6.3857
102 C -3.9925 0.6760 -5.4377
103 H -2.1674 -1.2218 -4.7840
104 H -0.8073 -1.8750 -3.8346
105 H -0.6900 -0.2547 -4.5474
106 H -3.8422 -2.0031 -3.0610
107 H -4.1172 -1.4535 -1.3979
108 H -2.8072 -2.6009 -1.7363
109 H -2.6917 1.9158 -3.4444
110 H -3.8294 1.4953 -2.1682
111 H -5.8457 0.2136 -2.6500
112 H -7.4565 -0.5852 -4.3269
113 H -6.8586 -0.5875 -6.7358
114 H -4.6316 0.2437 -7.4358
115 H -3.0247 1.0525 -5.7538

[7]
DFT (ωB97M-V/def2-TZVPD) results for a structure of composition Cu2H16Hf2O21S3 at a distorted geometry.

Its net charge is +2. The total energy comes out at -167643.8166 eV. As for the gap between HOMO and LUMO: 6.26 eV. As for the HOMO energy: -15.7 eV. Its multiplicity is 1.

Element x y z (Å)
1 Hf 1.7829 2.7755 1.7071
2 Hf 2.4486 -1.9070 -0.8523
3 Cu -0.1421 1.7470 -3.0313
4 Cu -0.9821 0.4478 3.0736
5 S 2.2287 -0.8249 2.6012
6 O 3.3021 -1.1057 3.5326
7 O 2.5957 -1.4485 1.2878
8 O 1.0048 -1.4603 3.0439
9 O 2.0525 0.6258 2.3220
10 S 3.2771 1.5442 -1.3919
11 O 2.5656 2.4484 -2.2636
12 O 2.9641 1.8184 0.0450
13 O 2.7581 0.1437 -1.5650
14 O 4.7029 1.5628 -1.5532
15 S -0.3555 0.2530 0.0418
16 O 0.6574 -0.7533 -0.3365
17 O 0.2642 1.4551 0.6098
18 O -1.1039 0.6209 -1.1900
19 O -1.1897 -0.3371 1.0685
20 O 0.0678 2.5954 3.0930
21 H -0.4593 2.5958 3.8947
22 O 1.0186 4.0051 0.0424
23 H 0.2999 4.2241 -0.5494
24 O -4.0761 -0.8090 0.9705
25 H -3.1242 -0.7846 0.8239
26 H -4.4123 -0.0245 0.5240
27 O -2.4898 2.5888 1.4869
28 H -1.6281 2.8386 1.8505
29 H -2.2947 2.2767 0.5984
30 O -1.6167 -1.7958 -2.8815
31 H -1.7682 -1.1029 -2.2171
32 H -2.3621 -2.4034 -2.7820
33 O 0.9482 -2.0218 -2.7206
34 H -0.0489 -1.9698 -2.8154
35 H 1.2824 -2.1932 -3.6154
36 O -2.5454 1.7110 -3.2617
37 H -2.4909 1.3412 -2.3703
38 H -2.9966 1.0377 -3.7861
39 O -0.5371 -3.2648 1.8957
40 H -1.3793 -2.8010 1.8457
41 H 0.0607 -2.6654 2.3983
42 O 0.8411 -3.4359 -0.0535
43 H 0.4926 -4.2940 -0.3408
44 H 0.3869 -3.2540 0.8202

[8]
DFT (ωB97M-V/def2-TZVPD) results for a cluster of 2 separate species, C3H8N2OS in total at a distorted geometry.

The total energy comes out at -19099.6607 eV. As for the gap between HOMO and LUMO: 4.98 eV. As for the HOMO energy: -7.6 eV. Its relative energy (zero: lowest compared OMol25 entry of this formula, charge and spin) is 467.1 kJ/mol. Its multiplicity is 1.

Element x y z (Å)
1 N 2.5603 -0.0460 -0.0529
2 C 1.1560 0.0850 0.1535
3 C 0.3926 1.0272 -0.5783
4 S -1.6440 0.6379 1.8973
5 C 0.1537 -0.4994 -1.1424
6 N -0.9506 -1.0577 -0.6508
7 O 0.7887 -0.8973 -2.0931
8 H 2.7520 -0.4060 -0.9817
9 H 3.0116 0.8460 0.0977
10 H 0.7350 -0.0301 1.1603
11 H -0.5055 1.3348 -0.0326
12 H 0.8220 1.6660 -1.3091
13 H -2.8771 0.1040 1.8441
14 H -1.1388 -1.9899 -0.9758
15 H -1.1726 -0.7770 0.3460